C25H26N2O3S | the ωB97M-V functional and the def2-TZVPD basis

Positions of all 57 atoms, in Å:
S (-1.868, -0.070, 1.548)
O (0.315, -3.021, -1.065)
O (1.457, 0.306, 1.701)
O (0.295, 2.087, 2.404)
N (-0.889, -2.330, 0.738)
N (-0.192, -0.492, -0.482)
C (-0.338, -5.711, -0.419)
C (0.778, 3.165, -0.381)
C (-0.909, -0.955, 0.542)
C (-0.789, 2.032, -4.807)
C (-0.322, 3.562, -1.370)
C (-0.374, -4.665, 0.500)
C (2.548, 4.700, -1.070)
C (-0.598, 0.690, -4.526)
C (-0.413, 2.578, -2.494)
C (-0.323, 0.283, -3.233)
C (2.168, 3.215, -1.050)
C (0.800, 1.295, 1.464)
C (0.487, 1.676, 3.756)
C (-0.697, 2.969, -3.791)
C (0.936, 4.229, 0.710)
C (-0.264, -3.281, -0.022)
C (-0.551, -6.263, 2.286)
C (-0.472, -4.949, 1.861)
C (-0.225, 1.220, -2.208)
C (1.699, 5.369, 0.027)
C (-0.429, -7.021, 0.012)
C (0.045, 0.850, -0.816)
C (0.483, 1.756, 0.083)
C (-0.539, -7.298, 1.365)
C (0.007, 2.793, 4.663)
H (1.006, 6.090, -0.407)
H (-0.448, -4.156, 2.594)
H (-0.665, -0.044, -5.316)
H (3.613, 4.830, -0.886)
H (0.581, 3.698, 4.484)
H (1.549, 1.452, 3.914)
H (-0.619, -6.480, 3.341)
H (0.250, -1.215, -1.059)
H (2.872, 2.648, -0.439)
H (-0.086, 0.758, 3.923)
H (-1.041, 2.999, 4.467)
H (2.330, 5.136, -2.045)
H (-0.140, 4.561, -1.762)
H (2.157, 2.774, -2.046)
H (-1.006, 2.349, -5.816)
H (-0.409, -7.827, -0.706)
H (-0.848, 4.016, -4.009)
H (-1.280, 3.578, -0.838)
H (1.543, 3.834, 1.522)
H (-0.608, -8.321, 1.704)
H (0.124, 2.496, 5.702)
H (-0.173, -0.768, -3.036)
H (-1.433, -2.626, 1.538)
H (-0.020, 4.546, 1.121)
H (-0.242, -5.475, -1.468)
H (2.318, 5.907, 0.744)

Computed properties:
Frontier orbital gap = 8.08 eV
ΔE to the lowest compared entry with this formula, charge and spin = 0.235 eV
HOMO energy = -8.1 eV
Electronic energy = -1701.73933 hartree
SMILES string = CCOC(=O)C1=C(NC(=S)NC(=O)c2ccccc2)c2ccccc2CC12CCCC2